Formula: C5H9NO3
Source: the Open Molecules 2025 dataset
Level of theory: wB97M-V/def2-TZVPD

Element x y z (Å)
H: -1.781 -1.384 -1.099
H: 1.986 -1.715 0.002
H: 2.969 -0.518 0.863
C: 0.882 -0.075 0.891
H: -0.831 -2.252 0.122
C: -0.821 -1.402 -0.569
O: 0.933 0.158 2.097
C: -0.430 1.102 -0.705
H: -1.498 2.369 0.520
C: -0.610 -0.101 0.189
N: -0.849 2.316 -0.257
H: -2.417 -0.493 1.102
H: 2.350 -0.104 -0.695
O: -1.701 0.160 1.062
H: -0.643 3.146 -0.794
O: 0.420 1.036 -1.615
H: -0.058 -1.594 -1.327
C: 2.098 -0.650 0.213

Forces on the atoms, in the same order (eV/Å):
0.078 0.099 0.147
-0.208 0.109 -0.092
-0.404 -0.099 0.227
-1.347 -1.410 3.374
0.025 0.171 0.022
0.048 -0.252 -0.340
-0.311 0.231 -2.234
2.647 1.252 -1.160
0.176 -0.052 -0.326
0.083 0.034 -0.198
-0.891 -0.610 0.293
0.860 -0.117 -0.384
-0.310 -0.269 -0.262
0.556 0.389 0.640
0.072 -0.325 0.051
-1.627 -0.160 0.509
-0.024 0.239 0.208
0.578 0.769 -0.475

M, g mol⁻¹: 131.1
Highest occupied orbital energy, Eh: -0.3443
Frontier orbital gap, eV: 10.0064
SMILES: CC(=O)[C@@](C)(O)C(N)=O
ΔE to the lowest compared entry with this formula, charge and spin, kJ/mol: 132.1

Löwdin atomic charge list, values in e, 6 entries:
1 H 0.0972
2 H 0.0889
3 H 0.0897
4 C -0.2981
5 H 0.0993
6 C -0.0094